## P
A 2-piece molecular cluster, C2H3Cl2NO overall. Source: OMol25; level of theory: ωB97M-V with the def2-TZVPD basis set.

Values from the calculation:
E_LUMO (alpha / beta)   -0.525 / -0.629 eV
Gap between HOMO and LUMO (alpha / beta)   7.806 / 7.507 eV
Spin multiplicity   1

Cartesian coordinates (Å):
C (0.06, 0.87, 0.15)
C (0.36, 0.32, -1.13)
N (0.08, -1.07, 1.46)
O (-0.27, 1.90, 0.64)
Cl (-1.02, -2.13, 0.63)
Cl (-0.70, -0.51, 2.84)
H (-0.18, 0.87, -1.94)
H (0.27, -0.71, -1.34)
H (1.39, 0.44, -1.31)


## Q
C2H3Cl2NO as an isolated structure. Source: OMol25; level of theory: ωB97M-V with the def2-TZVPD basis set.

Values from the calculation:
E_LUMO   -0.480 eV
Gap between HOMO and LUMO   8.753 eV
Spin multiplicity   1

Cartesian coordinates (Å):
C (-0.83, -0.47, 0.66)
C (0.64, -0.05, 0.60)
H (-3.30, -0.24, -1.08)
H (-1.43, -1.17, 1.71)
H (1.11, 0.15, 1.65)
N (-1.48, 0.05, -0.62)
O (-2.77, -0.43, 0.03)
Cl (1.55, -1.21, -0.27)
Cl (0.65, 1.64, -0.06)


Energies relative to the most stable structure, in eV: P 0.000; Q 2.841.


## P
A 2-piece molecular cluster, C4H11NO2 overall. Source: OMol25; level of theory: ωB97M-V with the def2-TZVPD basis set.

Values from the calculation:
Net charge   -1
E_LUMO (alpha / beta)   3.992 / 3.969 eV
Gap between HOMO and LUMO (alpha / beta)   2.909 / 10.066 eV
Expectation value of S²   0.750
Spin multiplicity   2

Cartesian coordinates (Å):
N (1.58, 0.31, -1.11)
C (0.82, -0.15, -0.06)
C (-0.34, 0.69, 0.41)
C (0.39, 1.74, 1.31)
C (-1.23, 1.33, -0.66)
O (1.20, -1.16, 0.52)
H (1.43, 1.22, -1.51)
H (2.46, -0.15, -1.28)
H (-0.95, 0.10, 1.10)
H (0.80, 2.49, 0.66)
H (-0.30, 2.20, 2.02)
H (1.21, 1.30, 1.83)
H (-0.92, 2.34, -0.87)
H (-2.30, 1.26, -0.45)
H (-1.08, 0.78, -1.59)
H (-2.04, -2.33, 0.62)
H (-2.08, -2.20, -0.94)
O (-1.79, -2.75, -0.21)


## Q
A 2-piece molecular cluster, C4H11NO2 overall. Source: OMol25; level of theory: ωB97M-V with the def2-TZVPD basis set.

Values from the calculation:
Net charge   -1
E_LUMO (alpha / beta)   3.611 / 3.577 eV
Gap between HOMO and LUMO (alpha / beta)   2.810 / 6.730 eV
Expectation value of S²   0.754
Spin multiplicity   2

Cartesian coordinates (Å):
C (-1.96, -2.53, -0.18)
N (-0.83, -1.66, -0.51)
C (-0.94, 0.79, -1.03)
C (-0.73, -0.29, 0.05)
C (0.63, -0.03, 0.69)
O (1.40, 0.94, 0.49)
H (-1.71, -3.22, 0.64)
H (-2.05, -3.12, -1.09)
H (-2.84, -1.93, 0.01)
H (-0.27, -1.71, -1.36)
H (-0.59, 1.76, -0.72)
H (-2.01, 0.74, -1.31)
H (-0.50, 0.36, -1.93)
H (-1.41, -0.36, 0.92)
H (0.85, -0.82, 1.45)
H (5.06, 3.85, 1.59)
H (3.77, 3.30, 0.83)
O (4.12, 3.93, 1.45)


Energies relative to the most stable structure, in eV: P 0.000; Q 1.642.


## P
A 2-piece molecular cluster, C3H7O2S overall. Source: OMol25; level of theory: ωB97M-V with the def2-TZVPD basis set.

Values from the calculation:
Net charge   -1
E_LUMO   3.986 eV
Gap between HOMO and LUMO   6.910 eV
Spin multiplicity   1

Cartesian coordinates (Å):
O (0.08, 3.03, -0.02)
C (0.26, 1.85, 0.22)
C (1.16, 0.92, -0.53)
C (0.81, -0.54, -0.30)
S (-0.79, -0.99, -1.00)
H (-0.02, 1.62, 1.28)
H (2.16, 1.20, -0.13)
H (1.13, 1.16, -1.59)
H (0.99, -0.85, 0.71)
H (1.35, -1.19, -1.00)
H (-1.74, -2.44, 0.81)
H (-2.80, -1.61, 0.39)
O (-2.60, -2.17, 1.15)


## Q
A 2-piece molecular cluster, C3H7O2S overall. Source: OMol25; level of theory: ωB97M-V with the def2-TZVPD basis set.

Values from the calculation:
Net charge   -1
E_LUMO   3.257 eV
Gap between HOMO and LUMO   7.448 eV
Spin multiplicity   1

Cartesian coordinates (Å):
C (-0.72, -0.52, 1.12)
C (-0.90, 0.31, -0.18)
S (-2.59, 0.19, -0.85)
H (-0.94, -1.55, 0.86)
H (-1.44, -0.16, 1.87)
H (0.30, -0.39, 1.45)
H (-0.79, 1.36, 0.08)
H (-0.17, -0.12, -0.85)
H (-2.27, 0.65, -2.09)
O (2.06, 0.96, 0.46)
C (2.38, 0.09, -0.35)
O (1.93, -0.16, -1.50)
H (3.15, -0.67, -0.01)


Energies relative to the most stable structure, in eV: P 0.819; Q 0.000.


## P
C2HN5O2 in the gas phase. Source: OMol25; level of theory: ωB97M-V with the def2-TZVPD basis set.

Values from the calculation:
E_LUMO   -2.631 eV
Gap between HOMO and LUMO   8.478 eV
Structure (SMILES)   [H]/N=c1/nnoc(=O)nn1
Spin multiplicity   1

Cartesian coordinates (Å):
H (-2.39, -1.23, 0.95)
N (-2.15, -0.33, 0.68)
C (-1.00, 0.02, -0.03)
N (-0.88, 1.37, -0.55)
N (0.29, 1.79, -0.30)
O (1.15, 1.17, 0.15)
C (1.59, -0.12, 0.02)
O (2.94, -0.28, 0.36)
N (0.85, -1.20, -0.63)
N (-0.41, -1.19, -0.63)


## Q
C2HN5O2 as an isolated structure. Source: OMol25; level of theory: ωB97M-V with the def2-TZVPD basis set.

Values from the calculation:
E_LUMO   -2.052 eV
Gap between HOMO and LUMO   7.247 eV
Spin multiplicity   1

Cartesian coordinates (Å):
C (-3.19, -2.02, -0.08)
C (-1.39, 0.86, 0.41)
N (-3.27, -3.00, 0.49)
N (-0.24, 0.54, 0.57)
N (0.90, 0.34, 0.82)
N (-2.66, 1.09, 0.38)
N (-3.48, 0.47, -0.23)
O (-2.83, -1.09, -0.78)
O (-4.62, 0.67, -0.50)
H (1.46, 0.85, 1.46)


Energies relative to the most stable structure, in eV: P 0.000; Q 0.272.